This record from the Open Molecules 2025 dataset describes a 2-piece molecular cluster, C25H33O overall in a non-equilibrium geometry. The level of theory is ωB97M-V/def2-TZVPD.

Computed properties:
Total charge: +1
Spin multiplicity: 1
HOMO-LUMO gap, hartree: 0.1966
LUMO energy, eV: -5.431
Energy, eV: -28499.8843
Energy above the lowest of the compared OMol25 structures with the same formula, charge and spin, kcal/mol: 11.4

Each line ends with the Mulliken charge.
Positions of all 59 atoms, in Å:
C (-6.4516, -2.5693, -1.9501)  -1.172
C (-5.8186, -1.4410, -1.6779)  0.837
C (-6.4353, -0.1333, -2.0247)  -1.419
C (-4.4395, -1.4585, -1.0875)  -0.949
C (-3.3358, -1.3260, -2.1363)  -0.520
C (-1.9325, -1.3221, -1.5360)  -0.021
C (-0.8362, -1.2042, -2.5943)  -1.094
C (0.5489, -1.2193, -2.0192)  1.121
C (1.1506, -2.5225, -1.6322)  -1.395
C (1.2030, -0.0912, -1.8013)  -1.350
H (-6.0081, -3.5197, -1.7343)  0.300
H (-7.4267, -2.5662, -2.3944)  0.356
H (-5.7929, 0.6986, -1.7293)  0.348
H (-6.6074, -0.0575, -3.1006)  0.299
H (-7.3948, -0.0084, -1.5193)  0.423
H (-4.3527, -0.6514, -0.3511)  0.366
H (-4.3059, -2.3829, -0.5148)  0.382
H (-3.4242, -2.1387, -2.8667)  0.331
H (-3.4937, -0.4088, -2.7155)  0.319
H (-1.8373, -0.5036, -0.8131)  0.079
H (-1.7763, -2.2358, -0.9509)  0.298
H (-0.9324, -2.0196, -3.3207)  0.414
H (-0.9734, -0.2868, -3.1774)  0.388
H (0.5219, -3.3579, -1.9471)  0.374
H (2.1298, -2.6522, -2.0968)  0.441
H (1.2778, -2.5868, -0.5492)  0.147
H (2.1843, -0.0926, -1.3715)  0.434
H (0.7711, 0.8568, -2.0485)  0.307
C (3.5464, -3.7934, 3.9055)  -0.814
O (2.1917, -3.4918, 3.6504)  -0.414
C (1.9566, -2.2745, 3.0312)  0.882
C (0.6143, -1.8563, 2.9220)  -0.778
C (0.2853, -0.6524, 2.3753)  -0.597
C (1.2783, 0.2357, 1.8960)  1.109
C (0.8712, 1.4874, 1.3848)  -0.427
C (1.6459, 2.6298, 1.0271)  0.611
C (1.0231, 3.6792, 0.3219)  -0.708
C (1.7249, 4.7930, -0.0677)  -0.725
C (3.0775, 4.9265, 0.2290)  1.048
C (3.8389, 6.1182, -0.2364)  -1.416
C (3.6939, 3.9287, 0.9786)  -0.908
C (2.9983, 2.8139, 1.3789)  -0.517
C (2.6190, -0.2250, 1.9350)  -0.538
C (2.9479, -1.4272, 2.4950)  -0.933
H (3.5957, -4.7523, 4.4242)  0.250
H (4.0975, -3.8786, 2.9683)  0.335
H (3.9849, -3.0271, 4.5474)  0.370
H (-0.1504, -2.5125, 3.2974)  0.472
H (-0.7464, -0.3518, 2.3124)  0.460
H (-0.1931, 1.6013, 1.2500)  0.301
H (-0.0260, 3.5934, 0.0962)  0.437
H (1.2273, 5.5773, -0.6114)  0.438
H (4.9127, 5.9755, -0.1167)  0.379
H (3.6541, 6.3108, -1.2932)  0.375
H (3.5587, 7.0140, 0.3178)  0.320
H (4.7280, 4.0440, 1.2577)  0.390
H (3.4721, 2.1129, 2.0395)  0.675
H (3.3837, 0.3477, 1.4460)  0.492
H (3.9755, -1.7459, 2.4986)  0.390

This record from the Open Molecules 2025 dataset describes C25H34Br30O4Si as an isolated structure in a non-equilibrium geometry. The level of theory is ωB97M-V/def2-TZVPD.

Computed properties:
Spin multiplicity: 1
HOMO-LUMO gap, hartree: 0.3303
LUMO energy, eV: -0.220
Energy, eV: -2143813.0658

Each line ends with the Mulliken charge.
Positions of all 94 atoms, in Å:
C (-2.2729, -3.8252, 4.2771)  -0.968
C (-2.3994, -4.5334, 2.8980)  0.252
O (-2.4300, -3.6107, 1.8179)  -0.250
C (-1.5007, -3.9000, 0.7832)  -0.141
C (-2.2085, -3.6260, -0.5543)  -0.555
O (-1.2956, -3.5962, -1.6546)  -0.449
C (-0.7344, -2.2811, -1.8318)  0.161
C (0.6313, -2.5153, -2.4740)  -0.803
O (1.4384, -1.3645, -2.6718)  -0.199
C (1.6355, -0.5524, -1.5063)  -0.221
Si (3.1297, 0.5598, -1.9097)  0.225
C (2.9269, 2.4285, -1.5998)  0.695
C (2.4997, 2.8247, -0.1801)  0.235
O (2.5060, 2.0365, 0.7541)  -0.713
C (2.1186, 4.3097, -0.0212)  1.121
C (1.2201, 4.7967, 0.9091)  -0.212
C (0.9548, 6.1422, 0.9073)  -0.768
C (1.5314, 7.0142, 0.0240)  -0.411
C (2.4459, 6.5411, -0.8911)  -0.797
C (2.7195, 5.1974, -0.8946)  -0.314
H (-3.1148, -4.0755, 4.9358)  0.294
H (-1.3731, -4.1605, 4.8109)  0.267
H (-2.2080, -2.7395, 4.1599)  0.260
H (-3.3663, -5.0554, 2.9175)  -0.271
H (-1.5851, -5.2659, 2.8485)  0.352
H (-0.6642, -3.1820, 0.8835)  0.133
H (-1.1139, -4.9252, 0.7968)  0.269
H (-2.8854, -4.4695, -0.7500)  0.357
H (-2.7610, -2.6744, -0.5523)  0.272
H (-0.6944, -1.8101, -0.8405)  0.368
H (-1.3888, -1.7192, -2.5107)  0.071
H (1.1646, -3.3319, -1.9566)  0.235
H (0.4265, -2.9072, -3.4822)  0.267
H (1.8673, -1.1337, -0.6003)  0.474
H (0.7473, 0.0847, -1.3519)  0.120
H (4.3857, 0.0947, -1.2838)  -0.256
H (3.3497, 0.4192, -3.3696)  -0.141
H (3.8796, 2.9391, -1.8208)  -0.348
H (2.1584, 2.8086, -2.2907)  -0.542
H (0.7217, 4.1419, 1.6048)  0.164
H (0.2568, 6.5679, 1.6270)  0.364
H (1.3017, 8.0767, 0.0002)  0.385
H (2.9303, 7.1789, -1.6252)  0.460
H (3.4431, 4.8529, -1.6268)  0.435
C (7.9090, 1.6599, -2.8213)  -0.359
Br (7.8284, 0.4607, -1.3182)  0.014
Br (7.6938, 0.7273, -4.4936)  -0.004
Br (6.6503, 3.1125, -2.6468)  -0.018
H (8.8982, 2.0973, -2.8261)  0.359
C (-0.7281, -2.3343, 9.1493)  -0.275
Br (-1.7126, -0.8905, 8.3407)  0.096
Br (-1.2128, -4.0423, 8.3975)  -0.018
Br (1.1737, -2.0321, 9.0729)  -0.012
H (-1.0043, -2.3584, 10.1954)  0.230
C (-1.6118, 1.8653, 2.7238)  -0.391
Br (-1.6944, 1.3282, 4.5771)  -0.047
Br (0.1797, 1.7417, 2.0073)  0.129
Br (-2.8811, 0.9132, 1.6370)  -0.062
H (-1.8916, 2.9098, 2.6857)  0.350
C (-6.3246, -7.1039, 2.7079)  -0.354
Br (-5.3628, -8.3828, 1.6327)  -0.008
Br (-5.8704, -7.2554, 4.5760)  -0.006
Br (-6.0802, -5.3056, 2.0626)  0.008
H (-7.3764, -7.3368, 2.6155)  0.337
C (-0.1533, 3.7826, -4.6318)  -0.492
Br (-2.0463, 4.1033, -4.8372)  -0.027
Br (0.7810, 5.3541, -4.0170)  -0.057
Br (0.1906, 2.2620, -3.5098)  0.349
H (0.2337, 3.5448, -5.6134)  0.381
C (0.2939, -0.0459, -7.1889)  -0.362
Br (-0.9300, 1.4432, -7.0434)  -0.054
Br (1.6961, 0.3062, -8.4657)  -0.046
Br (1.0011, -0.5619, -5.4724)  0.116
H (-0.2746, -0.8854, -7.5653)  0.340
C (-3.2174, 1.4378, 11.8519)  -0.306
Br (-3.2082, -0.4804, 11.6659)  -0.020
Br (-1.5534, 2.0912, 12.5717)  -0.004
Br (-3.6718, 2.3103, 10.1938)  -0.011
H (-3.9922, 1.6842, 12.5647)  0.325
C (-4.2907, 1.0966, -3.1944)  -0.330
Br (-5.9089, 0.4991, -2.3329)  -0.048
Br (-2.8143, 1.1817, -1.9642)  0.115
Br (-3.8607, 0.0291, -4.7395)  0.033
H (-4.4707, 2.1049, -3.5447)  0.281
C (11.6488, -2.0126, -1.0525)  -0.312
Br (12.0267, -1.8735, 0.8323)  -0.005
Br (9.8915, -2.7321, -1.3766)  -0.008
Br (11.9089, -0.3297, -1.9599)  -0.010
H (12.3611, -2.7111, -1.4693)  0.330
C (-7.3949, 1.2638, -7.0263)  -0.352
Br (-8.3576, 0.3269, -5.6458)  0.000
Br (-6.3417, 2.7103, -6.3067)  0.000
Br (-6.3236, 0.0661, -8.0910)  -0.011
H (-8.1301, 1.7046, -7.6852)  0.341

This record from the Open Molecules 2025 dataset describes C25H34F2InLuNO2PSi as an isolated structure in a non-equilibrium geometry. The level of theory is ωB97M-V/def2-TZVPD.

Computed properties:
Total charge: +2
Spin multiplicity: 1
HOMO-LUMO gap, hartree: 0.0876
LUMO energy, eV: -10.764
Energy, eV: -93431.4850

Each line ends with the Mulliken charge.
Positions of all 68 atoms, in Å:
C (-3.0896, -1.5143, 2.5307)  0.722
C (-3.5883, -1.8946, 1.5158)  -0.720
C (-4.2711, -2.2920, 0.3087)  -1.485
C (-3.4602, -1.9176, -0.9535)  -0.296
C (-3.5844, -0.4348, -1.2095)  -0.811
In (-1.6425, 0.6165, -1.5949)  0.362
C (-0.6323, -0.3398, -3.4241)  -0.892
C (-0.5647, -1.8314, -3.2261)  -0.063
C (0.8941, -2.3065, -3.1415)  0.293
O (1.2530, -3.0446, -2.2776)  -0.472
N (1.7256, -1.7360, -4.1215)  -0.121
C (3.1025, -2.1509, -4.1201)  -0.097
C (3.4797, -3.4018, -4.5582)  0.029
C (4.8060, -3.7872, -4.5779)  -0.793
C (5.7607, -2.8911, -4.1391)  -0.338
C (5.3989, -1.6394, -3.6978)  -0.744
C (4.0603, -1.2733, -3.6815)  -0.065
P (-2.1894, 3.0484, -2.3439)  0.628
O (-2.9845, 3.7941, -1.3374)  -0.523
C (-0.2811, 0.6100, 0.1796)  0.795
F (-0.9058, -0.0549, 1.1518)  -0.211
F (0.8038, -0.1021, -0.1658)  -0.281
C (0.1318, 2.0019, 0.6295)  -0.589
C (-0.9227, 2.6319, 1.5613)  -0.599
Si (-0.5274, 2.5871, 3.4231)  -0.109
C (-2.1892, 2.6356, 4.3072)  -1.227
C (0.4456, 4.1179, 3.9261)  -1.202
C (0.4528, 1.0725, 3.9540)  0.677
C (1.6998, 0.7224, 3.4647)  0.041
C (2.3687, -0.4027, 3.9315)  -0.902
C (1.8132, -1.1928, 4.9027)  -0.463
C (0.5806, -0.8646, 5.4048)  -0.800
C (-0.0842, 0.2576, 4.9209)  -0.071
H (-2.4778, -1.0645, 3.2725)  0.450
H (-5.2582, -1.8376, 0.2997)  0.414
H (-4.4053, -3.3709, 0.3478)  0.388
H (-2.4431, -2.2635, -0.7735)  0.332
H (-3.9071, -2.4514, -1.7859)  0.435
H (-4.2566, -0.2301, -2.0396)  0.454
H (-3.9771, 0.0663, -0.3243)  0.544
H (0.3712, 0.1013, -3.3444)  0.523
H (-1.1074, -0.0237, -4.3423)  0.441
H (-0.9999, -2.1141, -2.2641)  -0.239
H (-1.1427, -2.3402, -3.9928)  0.532
H (1.3229, -1.8269, -5.0504)  0.377
H (2.7338, -4.1136, -4.8870)  0.358
H (5.0966, -4.7577, -4.9339)  0.404
H (6.7959, -3.1888, -4.1465)  0.398
H (6.1444, -0.9344, -3.3762)  0.388
H (3.7869, -0.2838, -3.3501)  0.382
H (-2.9519, 2.9155, -3.5382)  0.161
H (-1.0070, 3.7964, -2.7852)  -0.210
H (0.1602, 2.6158, -0.2778)  0.023
H (1.1461, 1.9972, 1.0136)  0.378
H (-1.9050, 2.2034, 1.3709)  0.321
H (-0.9981, 3.6844, 1.2917)  0.538
H (-2.5430, 3.6605, 4.2119)  0.353
H (-2.9244, 1.9992, 3.8230)  0.334
H (-2.1102, 2.3951, 5.3602)  0.419
H (1.4848, 3.9650, 3.6393)  0.364
H (0.4452, 4.1591, 5.0107)  0.340
H (0.0474, 5.0283, 3.4926)  0.390
H (2.1932, 1.3338, 2.7207)  0.289
H (3.3355, -0.6447, 3.5182)  0.418
H (2.3537, -2.0475, 5.2696)  0.421
H (0.1346, -1.4625, 6.1804)  0.430
H (-1.0462, 0.4748, 5.3573)  0.249
Lu (0.0493, 5.5362, -2.5102)  0.529